Molecular formula: C31H36GeN2OReSTe
Method: DFT, ωB97M-V/def2-TZVPD

Output
expectation value of S²	3.81
2S+1	4
molecular weight	871.13	g/mol
energy	-114528.5373	eV
E_HOMO (spin up / spin down)	-6.469 / -7.115	eV
ΔE to the lowest compared entry with this formula, charge and spin	0.0	kcal/mol

Cartesian coordinates (Å):
Re (-1.962, 0.050, 0.100)
N (-0.182, -1.856, -3.238)
C (-1.273, -2.638, -3.375)
S (-2.699, -2.071, -4.044)
N (-1.187, -3.925, -2.960)
C (-0.143, -4.559, -2.255)
C (-0.487, -5.409, -1.206)
C (0.494, -6.066, -0.486)
C (1.835, -5.876, -0.795)
C (2.176, -5.050, -1.853)
C (1.197, -4.404, -2.597)
H (-0.345, -0.876, -3.408)
H (0.487, -2.079, -2.515)
H (-2.089, -4.374, -2.924)
H (-1.532, -5.534, -0.949)
H (0.210, -6.719, 0.329)
H (2.604, -6.378, -0.224)
H (3.217, -4.914, -2.120)
H (1.475, -3.804, -3.452)
C (-2.386, -3.647, 0.977)
O (-2.116, -2.778, -0.116)
C (-1.219, -1.736, 0.164)
C (0.091, -2.220, 0.715)
H (-2.658, -3.073, 1.868)
H (-1.533, -4.288, 1.213)
H (-3.230, -4.269, 0.682)
H (0.502, -3.016, 0.083)
H (-0.013, -2.625, 1.728)
H (0.815, -1.409, 0.785)
C (-2.669, 3.076, -1.950)
Te (-2.459, 1.023, -2.490)
C (-4.547, 0.710, -2.764)
H (-3.064, 3.629, -2.799)
H (-1.679, 3.446, -1.691)
H (-3.327, 3.152, -1.089)
H (-5.083, 1.395, -2.113)
H (-4.764, -0.320, -2.501)
H (-4.798, 0.888, -3.806)
C (-1.491, 1.125, 1.603)
Ge (0.243, 1.959, 1.494)
C (1.691, 0.868, 2.244)
C (1.422, 0.012, 3.312)
C (2.415, -0.796, 3.847)
C (3.699, -0.760, 3.318)
C (3.984, 0.086, 2.257)
C (2.985, 0.894, 1.725)
C (0.215, 3.674, 2.442)
C (1.332, 4.164, 3.115)
C (1.293, 5.395, 3.758)
C (0.132, 6.154, 3.735)
C (-0.992, 5.677, 3.073)
C (-0.948, 4.447, 2.433)
C (0.742, 2.326, -0.376)
C (0.834, 3.633, -0.852)
C (1.136, 3.894, -2.184)
C (1.353, 2.846, -3.067)
C (1.285, 1.538, -2.608)
C (0.989, 1.283, -1.274)
H (-1.928, 1.170, 2.604)
H (0.417, -0.040, 3.718)
H (2.189, -1.457, 4.675)
H (4.475, -1.392, 3.731)
H (4.982, 0.116, 1.839)
H (3.218, 1.544, 0.888)
H (2.242, 3.574, 3.147)
H (2.169, 5.760, 4.279)
H (0.100, 7.113, 4.237)
H (-1.902, 6.264, 3.059)
H (-1.832, 4.074, 1.925)
H (0.665, 4.463, -0.174)
H (1.200, 4.918, -2.531)
H (1.588, 3.047, -4.105)
H (1.483, 0.718, -3.290)
H (0.959, 0.253, -0.927)

---

Molecular formula: CH9N2OSi
Method: DFT, ωB97M-V/def2-TZVPD

Output
molecular weight	93.18	g/mol
energy	-14079.3833	eV
E_HOMO	-15.577	eV
ΔE to the lowest compared entry with this formula, charge and spin	63.2	kcal/mol
total charge	+1

Cartesian coordinates (Å):
C (0.129, -0.389, 0.342)
N (0.410, -0.962, 1.589)
N (-1.103, -0.455, -0.193)
O (1.056, 0.168, -0.392)
Si (0.909, 0.929, -1.901)
H (-1.807, -0.995, 2.148)
H (0.079, -1.873, 1.912)
H (1.293, -0.561, 1.869)
H (-1.376, -0.063, -1.134)
H (-1.777, -0.684, 0.465)
H (-1.943, -0.634, 3.251)
H (-0.497, 1.549, -2.038)
H (1.865, 2.071, -2.074)
H (1.385, -0.256, -2.641)

---

Molecular formula: C37H17F4I2N8O3ReS
Method: DFT, ωB97M-V/def2-TZVPD

Output
expectation value of S²	0.79
2S+1	2
molecular weight	1169.67	g/mol
energy	-96726.1513	eV
E_HOMO (spin up / spin down)	-9.856 / -9.912	eV
ΔE to the lowest compared entry with this formula, charge and spin	158.1	kcal/mol
total charge	+1

Cartesian coordinates (Å):
Re (0.076, -2.529, -0.089)
O (-0.206, -4.456, 0.594)
N (0.756, -5.145, 1.088)
N (1.843, -4.505, 1.049)
O (1.850, -3.287, 0.540)
C (3.090, -5.064, 1.514)
C (3.166, -6.426, 1.751)
C (4.368, -6.937, 2.211)
C (5.457, -6.100, 2.416)
C (5.352, -4.740, 2.163)
C (4.157, -4.204, 1.707)
H (2.314, -7.067, 1.580)
H (4.454, -7.997, 2.402)
H (6.392, -6.512, 2.771)
H (6.200, -4.088, 2.320)
H (4.058, -3.148, 1.503)
C (-1.327, -0.892, -3.916)
C (-0.428, 0.214, -3.488)
C (1.015, 0.296, -4.056)
C (1.919, 1.335, -3.496)
C (2.047, 1.892, -2.107)
C (2.791, 3.092, -2.024)
C (2.830, 3.836, -0.824)
C (2.058, 3.483, 0.230)
C (1.130, 2.317, 0.152)
S (-1.734, 2.104, 0.859)
C (1.434, 1.405, -0.988)
N (-0.572, 0.664, -2.026)
H (-1.273, -1.018, -4.998)
H (-2.354, -0.685, -3.624)
H (-1.029, -1.830, -3.441)
H (1.398, -0.420, -4.774)
H (2.854, 1.385, -4.043)
H (3.327, 3.443, -2.896)
H (3.471, 4.705, -0.758)
H (2.049, 4.045, 1.153)
I (-4.739, -2.991, -2.122)
C (-4.071, -2.176, -0.337)
C (-4.999, -1.622, 0.575)
C (-4.614, -1.117, 1.788)
I (-6.047, -0.287, 3.050)
C (-3.242, -1.129, 2.151)
C (-2.680, -0.594, 3.333)
C (-1.321, -0.570, 3.502)
C (-0.489, -1.094, 2.507)
N (-0.992, -1.656, 1.422)
C (-2.346, -1.668, 1.216)
C (-2.735, -2.213, -0.022)
O (-1.760, -2.692, -0.814)
H (-6.045, -1.610, 0.299)
H (-3.331, -0.165, 4.085)
H (-0.874, -0.127, 4.379)
H (0.589, -1.069, 2.589)
F (1.143, 1.626, 1.358)
C (-0.357, 2.815, -0.115)
C (-0.973, 3.729, 0.866)
F (-0.228, 4.028, 1.964)
C (-1.732, 4.930, 0.388)
C (-1.503, 5.306, -0.991)
C (-1.012, 4.433, -1.894)
F (-0.967, 4.761, -3.177)
C (-0.659, 3.080, -1.547)
C (-0.654, 2.047, -2.409)
C (0.458, 0.308, -1.156)
N (0.518, -0.864, -0.668)
C (-0.475, 1.689, -3.812)
N (0.819, 1.739, -4.450)
F (-1.910, 6.506, -1.391)
C (-2.564, 5.562, 1.245)
C (-2.803, 4.998, 2.543)
N (-3.014, 4.547, 3.578)
C (-3.335, 6.728, 0.924)
N (-3.991, 7.641, 0.693)

---

Molecular formula: C5H12NO2PS
Method: DFT, ωB97M-V/def2-TZVPD

Output
SMILES	CC[P@](=O)(NC(C)=O)SC
molecular weight	181.20	g/mol
energy	-31090.6799	eV
E_HOMO	-9.530	eV
ΔE to the lowest compared entry with this formula, charge and spin	0.3	kcal/mol

Cartesian coordinates (Å):
O (2.373, 0.573, 1.184)
O (-0.250, -1.647, 0.063)
S (-1.580, 0.452, -1.540)
C (2.461, 0.419, -0.026)
N (1.302, 0.196, -0.742)
C (-2.579, -1.099, -1.706)
C (3.766, 0.295, -0.814)
C (-2.139, 0.604, 1.899)
C (-0.609, 0.531, 1.641)
P (-0.218, -0.188, -0.049)
H (1.363, -0.069, -1.710)
H (-1.966, -1.938, -1.991)
H (-2.985, -1.308, -0.753)
H (-3.391, -0.978, -2.426)
H (3.566, 0.345, -1.889)
H (4.247, -0.666, -0.573)
H (4.450, 1.104, -0.551)
H (-2.623, -0.370, 1.847)
H (-2.295, 1.062, 2.884)
H (-2.632, 1.285, 1.193)
H (-0.094, -0.096, 2.380)
H (-0.167, 1.490, 1.678)

---

Molecular formula: C6H11N
Method: DFT, ωB97M-V/def2-TZVPD

Output
molecular weight	97.16	g/mol
energy	-7884.9463	eV
E_HOMO	-6.373	eV
ΔE to the lowest compared entry with this formula, charge and spin	128.8	kcal/mol

Cartesian coordinates (Å):
C (0.423, -0.922, 1.747)
N (-1.627, 0.666, 0.668)
C (-0.378, 0.435, -0.049)
C (0.890, 0.319, 0.796)
C (2.049, -0.064, 0.040)
C (-1.374, 0.121, -2.335)
C (-0.350, 0.221, -1.396)
H (1.303, -1.221, 2.305)
H (0.155, -1.707, 1.041)
H (-0.395, -0.577, 2.366)
H (-2.335, 0.280, 0.070)
H (-1.735, 1.680, 0.664)
H (2.837, 0.675, 0.025)
H (2.310, -1.101, -0.088)
H (0.792, 1.203, 1.419)
H (-1.008, 0.356, -3.325)
H (-2.252, -0.495, -2.213)
H (0.695, 0.131, -1.735)

---

Molecular formula: CH4INS
Method: DFT, ωB97M-V/def2-TZVPD

Output
molecular weight	189.02	g/mol
energy	-21524.4393	eV
E_HOMO	-8.731	eV
ΔE to the lowest compared entry with this formula, charge and spin	67.7	kcal/mol

Cartesian coordinates (Å):
C (0.354, -1.233, 0.201)
N (-1.740, 1.797, 0.399)
S (-0.460, 2.242, -0.110)
I (1.951, 0.161, 0.169)
H (-0.483, -0.726, 0.571)
H (0.334, -1.762, -0.764)
H (0.537, -1.982, 0.922)
H (-0.494, 1.503, -1.388)